Record 1
The following is a quantum chemistry calculation of a molecular structure, C50H37N11O2PbSe, from the Open Molecules 2025 dataset.

Calculated values
* HOMO level: -6.202 eV

```
102
C50H37N11O2PbSe, DFT ωB97M-V/def2-TZVPD
Pb -0.464 1.623 1.324
Se -2.613 5.680 -0.727
O -1.360 -7.875 -8.345
O 1.443 1.424 3.259
N -0.640 4.237 2.403
N 0.023 -4.325 -3.023
N -1.877 -3.463 -3.808
N 2.295 3.216 -1.018
N 3.145 2.426 1.423
N 0.734 -0.351 -0.158
N -1.894 -0.309 2.468
N -0.948 3.236 -0.478
N -2.501 2.337 2.820
N -1.831 0.289 -0.642
N 3.585 2.091 2.612
C -1.319 -0.776 -1.261
C -2.202 -5.355 -5.899
C -1.172 -7.109 -7.226
C 3.594 2.834 -0.894
C -0.245 -3.264 -2.202
C 2.857 0.517 7.122
C 0.072 -6.230 -5.423
C -1.607 4.217 -0.656
C -3.018 0.668 -1.168
C 0.017 -1.222 -0.847
C -0.959 -4.426 -4.000
C -2.243 -2.635 2.870
C 2.608 3.627 -3.325
C 0.322 6.412 2.353
C 3.960 3.261 -3.255
C -5.177 3.069 3.104
C -0.772 -9.166 -8.541
C -3.340 -1.173 -2.592
C -2.933 3.674 2.788
C -3.472 1.350 2.971
C -1.002 -5.344 -5.116
C 1.876 -2.841 -0.918
C -4.796 1.714 3.120
C 2.612 1.780 3.554
C -3.791 0.030 -2.126
C -3.065 -0.030 3.004
C 0.543 -2.494 -1.319
C 0.358 5.039 2.144
C 1.801 3.571 -2.212
C -2.012 -1.566 -2.237
C 4.444 2.255 6.905
C 3.156 1.569 4.949
C 2.468 0.653 5.772
C -3.877 -1.024 3.551
C 2.008 -0.671 0.125
C -0.913 6.893 2.886
C -1.843 4.660 2.806
C 5.435 1.863 0.561
C 2.600 -1.870 -0.247
C -2.337 -6.295 -6.888
C -4.269 4.071 2.902
C 4.429 2.794 -2.059
C -1.453 -2.772 -2.697
C 4.095 2.439 5.570
C -1.986 6.028 3.158
C -1.465 -1.633 2.406
C 4.044 2.447 0.445
C 3.852 1.269 7.668
C 0.002 -7.049 -6.498
C -3.502 -2.364 3.386
H -6.189 3.343 3.363
H 5.592 1.608 1.611
H 0.861 -4.854 -2.937
H -3.042 -4.691 -5.646
H -4.667 0.545 -2.504
H -4.779 -0.767 4.153
H 6.213 2.641 0.322
H 5.466 2.467 -1.926
H 4.510 3.243 4.987
H -5.520 0.919 3.206
H -0.988 7.958 3.140
H 1.623 0.051 5.383
H -0.436 -1.779 2.035
H -3.890 -1.767 -3.302
H 3.693 -2.005 -0.097
H 1.166 7.040 2.075
H -3.414 1.610 -0.751
H 5.172 2.879 7.414
H -0.909 -9.864 -7.695
H 2.560 0.070 0.694
H -4.149 -3.170 3.644
H -1.935 -3.665 2.586
H 2.138 3.933 -4.249
H -4.507 5.110 2.678
H 4.679 3.416 -4.094
H 4.102 1.106 8.694
H 2.378 -0.230 7.741
H -3.148 -6.285 -7.562
H 0.932 -6.267 -4.770
H 0.755 3.905 -2.172
H 1.250 4.532 1.791
H 2.318 -3.789 -1.149
H -1.139 -9.625 -9.453
H 0.929 -7.505 -6.855
H -2.879 6.365 3.645
H 0.331 -9.073 -8.586
H 5.444 0.962 -0.039
```

Here are the Löwdin charges for atoms 1 to 4, given in e:
1. Pb 1.449
2. Se 0.459
3. O -0.103
4. O -0.202


Record 2
The following is a quantum chemistry calculation of a molecular structure, C42H64INO3RhSb2Si3, from the Open Molecules 2025 dataset.

Calculated values
* HOMO level (alpha / beta): -9.686 / -10.738 eV
* 2S+1: 5
* charge: +1

```
117
C42H64INO3RhSb2Si3, DFT ωB97M-V/def2-TZVPD
I 3.972 0.093 -3.686
Sb -1.320 -1.279 -0.122
Sb 1.249 -2.496 0.289
Rh -0.206 1.512 0.624
Si -0.365 4.460 0.195
Si -2.463 2.639 1.833
Si -2.554 2.869 -1.400
O 1.083 3.672 -0.141
O 1.001 0.661 -1.151
O 1.502 0.877 1.744
N 3.103 0.990 -0.473
C 4.043 -1.567 1.110
C -2.777 -5.332 0.956
C -1.027 -1.265 -2.356
C 2.288 4.414 -0.368
C 1.750 -5.479 0.489
C 0.209 -1.456 -4.411
C 3.992 -2.875 -0.933
C -3.729 1.247 1.786
C -2.262 -3.227 -0.133
C -3.438 -5.771 -0.183
C -2.934 -3.680 -1.271
C 5.374 -2.762 -1.031
C 0.457 -4.939 -1.476
C -2.178 -0.967 -3.077
C 1.142 -4.527 -0.334
C 2.396 1.467 2.680
C -3.545 4.143 2.141
C -1.395 2.515 -2.827
C -0.944 -1.169 -5.136
C 2.401 0.713 4.005
C -3.498 4.433 -1.789
C 2.173 0.997 -1.410
C -1.450 2.389 3.408
C -2.138 -0.932 -4.469
C 0.114 -1.605 2.931
C 0.906 -2.791 2.374
C 2.126 2.950 2.946
C -1.205 -1.252 2.274
C -3.521 -4.937 -1.291
C -2.204 -4.065 0.985
C 2.516 1.388 -2.820
C -0.215 5.380 1.800
C -1.577 3.040 0.200
C 6.087 -2.055 -0.070
C 3.340 -2.282 0.145
C 1.659 -6.830 0.181
C -3.909 1.573 -1.338
C -0.558 5.768 -1.110
C 0.167 -1.499 -3.022
C 5.423 -1.460 1.002
C 0.367 -6.295 -1.780
C 0.961 -7.239 -0.950
H 1.148 -1.642 -4.924
H -0.566 1.874 -2.511
H 0.397 -3.749 2.460
H 2.319 5.332 0.229
H -4.037 -5.268 -2.185
H -0.473 1.914 3.277
H 3.424 1.400 2.279
H -2.056 -1.892 2.498
H -4.279 1.423 -2.363
H -4.751 1.930 -0.731
H 2.940 2.388 -2.857
H 5.981 -0.914 1.755
H -0.085 -1.781 3.998
H 0.326 6.420 -1.096
H 1.399 0.731 4.449
H 3.439 -3.443 -1.675
H 3.092 1.194 4.705
H -3.042 -0.709 -5.026
H -3.596 0.603 -0.935
H -3.891 -6.755 -0.206
H -3.977 0.988 2.823
H -4.110 4.050 3.080
H -4.269 4.248 1.320
H 1.630 1.326 -3.437
H 3.523 -1.100 1.941
H 0.743 -0.722 2.865
H 1.083 -1.719 -2.484
H 0.884 -8.295 -1.185
H 5.893 -3.225 -1.864
H -1.923 2.008 -3.645
H -4.137 4.736 -0.947
H -3.431 0.332 1.273
H -2.040 1.762 4.087
H -3.001 -3.068 -2.157
H -0.017 -4.222 -2.132
H 7.166 -1.971 -0.150
H 2.708 -0.332 3.891
H 1.729 3.421 2.050
H -1.475 -0.223 2.493
H 1.405 3.081 3.759
H -0.652 5.354 -2.122
H 2.735 0.824 0.482
H -4.646 1.606 1.305
H 2.303 -5.170 1.371
H 1.865 -2.872 2.884
H -1.285 3.356 3.899
H 0.767 5.863 1.874
H -2.854 5.279 -2.046
H -3.116 -0.764 -2.570
H -2.706 -5.969 1.829
H -4.152 4.238 -2.650
H 2.375 4.691 -1.423
H -0.980 3.454 -3.221
H 3.139 3.803 -0.084
H 2.133 -7.563 0.825
H 4.063 1.227 -0.656
H -0.177 -6.610 -2.664
H 3.049 3.465 3.232
H -1.707 -3.756 1.892
H -1.435 6.398 -0.911
H -0.341 4.746 2.682
H -0.909 -1.131 -6.221
H -0.974 6.173 1.837
H -2.954 5.067 2.189
```

Here are the Löwdin charges for atoms 1 to 4, given in e:
1. I 0.863
2. Sb 1.453
3. Sb 1.557
4. Rh 0.949


Record 3
The following is a quantum chemistry calculation of 3 unconnected molecules or ions with the total composition C4H11NO2, from the Open Molecules 2025 dataset.

Calculated values
* relative energy (zero: lowest compared OMol25 entry of this formula, charge and spin): 2.044 eV
* HOMO level: -8.803 eV

```
18
C4H11NO2, DFT ωB97M-V/def2-TZVPD
O 1.221 2.182 1.450
O 3.036 0.575 -0.186
N 0.295 -1.149 -0.984
C -1.226 0.445 -0.015
C -1.245 -1.965 0.668
C -0.775 -0.959 -0.063
C -2.250 1.004 -0.640
H 1.021 1.346 1.856
H -3.022 0.503 -1.223
H -0.504 1.052 0.548
H 2.225 0.183 -0.534
H 2.091 2.248 1.055
H 0.334 -2.124 -1.249
H 3.751 -0.035 -0.250
H 0.190 -0.523 -1.771
H -1.988 -1.886 1.440
H -2.296 2.079 -0.648
H -0.856 -2.974 0.547
```

Here are the Löwdin charges for atoms 1 to 4, given in e:
1. O -0.060
2. O -0.050
3. N 0.074
4. C -0.147


Record 4
The following is a quantum chemistry calculation of a gas-phase ion, C14H27O5S (charge -1), from the Open Molecules 2025 dataset.

Calculated values
* relative energy (zero: lowest compared OMol25 entry of this formula, charge and spin): 0.068 eV
* HOMO level: -5.874 eV
* charge: -1

```
47
C14H27O5S, DFT ωB97M-V/def2-TZVPD
S -1.330 1.639 -0.639
O -2.468 -1.072 -1.935
O -1.710 1.585 0.765
O -0.348 0.635 -1.019
O -2.082 0.363 -3.621
O -1.046 2.978 -1.122
C 0.085 -2.501 -1.108
C 0.909 -0.999 2.611
C -2.450 0.160 -2.486
C -2.919 1.163 -1.533
C -0.342 -1.394 1.826
C 0.536 -3.167 0.192
C -0.357 -2.862 1.398
C -1.205 -3.089 -1.680
C -1.858 -2.127 -2.666
C 1.080 0.522 2.628
C 1.863 4.429 -0.465
C 1.785 1.024 1.369
C 1.567 2.516 1.145
C 2.297 3.016 -0.098
H -3.564 0.767 -0.762
H 1.643 0.833 3.514
H 0.574 -4.253 0.046
H -1.008 -4.041 -2.183
H 3.382 2.977 0.063
H 1.373 0.508 0.501
H -0.061 -1.432 -0.948
H 2.020 5.114 0.368
H 1.551 -2.831 0.414
H 2.420 4.797 -1.326
H -1.384 -3.149 1.162
H 1.797 -1.452 2.162
H 0.805 4.407 -0.715
H -1.123 -1.702 -3.357
H -1.215 -1.196 2.452
H 1.888 3.086 2.024
H -0.034 -3.486 2.239
H -1.922 -3.271 -0.879
H -3.278 2.072 -1.993
H -2.639 -2.635 -3.253
H 2.048 2.351 -0.926
H -0.437 -0.748 0.955
H 0.497 2.675 0.998
H 2.857 0.799 1.428
H 0.092 0.983 2.672
H 0.832 -1.383 3.635
H 0.878 -2.610 -1.853
```

Here are the Löwdin charges for atoms 1 to 4, given in e:
1. S 0.444
2. O -0.013
3. O -0.351
4. O -0.344


Record 5
The following is a quantum chemistry calculation of C6H12O in the gas phase, from the Open Molecules 2025 dataset.

Calculated values
* relative energy (zero: lowest compared OMol25 entry of this formula, charge and spin): 1.228 eV
* HOMO level: -9.544 eV

```
19
C6H12O, DFT ωB97M-V/def2-TZVPD
O -1.177 -0.099 0.650
C -0.753 0.938 1.587
C -0.770 -0.910 -2.517
C 1.319 0.099 0.862
C -0.016 -0.559 -0.020
C 0.558 0.469 2.128
C -0.017 -0.086 -1.472
H -0.428 -1.951 -2.508
H 2.192 -0.560 1.060
H -0.407 0.940 -1.500
H -1.558 0.989 2.312
H 0.788 1.348 2.752
H -1.856 -0.897 -2.371
H 0.003 -1.668 0.018
H 1.041 -0.074 -1.736
H -0.566 -0.495 -3.514
H 0.453 -0.424 2.751
H 1.753 0.995 0.373
H -0.559 1.947 1.144
```

Here are the Löwdin charges for atoms 1 to 4, given in e:
1. O -0.125
2. C -0.208
3. C -0.106
4. C -0.088


Record 6
The following is a quantum chemistry calculation of C3H5NS in the gas phase, from the Open Molecules 2025 dataset.

Calculated values
* relative energy (zero: lowest compared OMol25 entry of this formula, charge and spin): 3.437 eV
* HOMO level: -8.481 eV

```
10
C3H5NS, DFT ωB97M-V/def2-TZVPD
S 1.249 0.741 -2.072
N -0.535 -0.486 0.982
C 0.409 0.533 -0.677
C 0.376 0.795 0.722
C -0.327 -0.934 -0.601
H -0.171 1.633 1.165
H 1.249 0.856 1.314
H 0.619 -1.566 -0.604
H -1.490 -0.258 0.958
H -1.380 -1.312 -1.186
```

Here are the Löwdin charges for atoms 1 to 4, given in e:
1. S 0.674
2. N -0.050
3. C -0.777
4. C -0.201


Record 7
The following is a quantum chemistry calculation of a molecular structure, C2H5O2S, from the Open Molecules 2025 dataset.

Calculated values
* relative energy (zero: lowest compared OMol25 entry of this formula, charge and spin): 0.477 eV
* HOMO level: -3.649 eV
* charge: -1

```
10
C2H5O2S, DFT ωB97M-V/def2-TZVPD
S 0.380 -1.618 -0.081
O -0.044 2.599 -2.404
O -0.407 1.082 -0.699
C 0.210 1.573 -1.771
C -0.201 -1.209 1.578
H 0.649 -1.028 2.288
H -0.082 -0.046 -0.439
H -0.751 -2.047 1.956
H -0.843 -0.271 1.618
H 1.090 0.965 -2.047
```

Here are the Löwdin charges for atoms 1 to 4, given in e:
1. S 0.314
2. O -0.051
3. O -0.141
4. C -0.488


Record 8
The following is a quantum chemistry calculation of a molecular structure, C4H6O3Yb, from the Open Molecules 2025 dataset.

Calculated values
* relative energy (zero: lowest compared OMol25 entry of this formula, charge and spin): 2.340 eV
* HOMO level (alpha / beta): -21.217 / -22.569 eV
* 2S+1: 2
* charge: +3

```
14
C4H6O3Yb, DFT ωB97M-V/def2-TZVPD
Yb 0.354 -4.942 -2.228
O -1.449 -1.039 -0.492
O -0.428 -2.898 -1.185
O 0.721 -0.978 -0.921
C 0.631 2.252 0.499
C -1.156 -0.084 0.361
C 0.210 0.174 0.506
C -0.302 -1.680 -1.039
H 0.445 1.279 1.540
H 0.906 -0.375 1.138
H -1.994 0.531 0.690
H -0.177 2.872 0.907
H 1.654 2.490 0.811
H 0.583 2.397 -0.588
```

Here are the Löwdin charges for atoms 1 to 4, given in e:
1. Yb 1.898
2. O 0.191
3. O -0.031
4. O 0.154


Record 9
The following is a quantum chemistry calculation of a molecular structure, C57H67BF15GeN6OPRuS4, from the Open Molecules 2025 dataset.

Calculated values
* relative energy (zero: lowest compared OMol25 entry of this formula, charge and spin): 0.272 eV
* HOMO level (alpha / beta): -10.765 / -10.630 eV
* 2S+1: 2
* charge: +1

```
154
C57H67BF15GeN6OPRuS4, DFT ωB97M-V/def2-TZVPD
Ru 0.638 0.812 -0.577
Ge -2.341 -0.865 -3.700
S -2.254 4.815 1.619
S -2.178 1.505 -0.099
S -0.869 -0.387 -2.143
S 0.049 3.813 -0.709
P 0.415 -0.999 2.808
F -2.104 -1.103 -9.084
F -2.439 -2.977 -1.271
F 1.317 -3.209 -6.636
F -4.184 3.668 -5.898
F 0.225 -2.489 -9.021
F -4.827 -0.111 -2.072
F -3.320 -0.398 -6.810
F -6.355 3.739 -4.267
F -4.368 -4.778 -0.642
F -6.490 -5.116 -2.287
F -6.644 1.865 -2.315
F -6.692 -3.651 -4.575
F -4.788 -1.819 -5.155
F 0.077 -2.505 -4.333
F -2.384 1.694 -5.657
O 0.085 -0.242 1.543
N 2.384 1.943 0.660
N 2.933 2.142 -2.392
N 3.596 0.022 -1.286
N 3.550 2.155 0.016
N 1.625 1.821 -2.463
N 2.381 -0.475 -1.008
C 2.994 -1.962 2.121
C -1.611 4.010 -1.450
C -2.168 -1.062 -6.730
C -5.471 2.762 -4.149
C -5.623 1.798 -3.163
C -1.612 -4.312 1.351
C -3.450 1.690 -4.852
C 5.850 -0.791 -2.004
C -4.462 -4.060 -1.760
C 3.280 2.908 -3.442
C -3.489 -3.130 -2.085
C 2.402 -1.797 -1.200
C -3.592 0.689 -3.904
C 3.130 -2.055 5.050
C 3.258 -3.269 2.869
C -4.672 -2.560 -4.046
C -5.552 -4.237 -2.598
C 1.425 2.477 2.897
C -2.639 2.904 -1.177
C 4.361 2.932 0.759
C 2.154 3.070 -4.226
C -2.098 0.888 6.233
C -1.558 -1.432 -7.919
C -1.063 -0.134 6.689
C 1.139 2.367 -3.575
C -0.509 -0.159 4.196
C -1.406 -2.848 1.755
C 3.690 -2.159 -1.599
C 3.693 3.219 1.936
C -4.685 0.788 -3.056
C -0.241 2.185 -4.092
C -1.982 -0.596 4.170
C -5.656 -3.488 -3.761
C -0.145 -2.749 2.622
C 4.418 -0.982 -1.647
C -1.848 3.123 2.174
C -2.733 2.066 1.542
C -0.370 -2.146 -7.891
C 2.463 2.567 1.835
C 2.966 -0.731 4.306
C 0.044 -0.262 5.631
C 2.277 -0.883 2.951
C -3.575 -2.354 -3.226
C -1.615 -1.378 -5.495
C 1.188 -2.643 -1.032
C -0.449 -2.128 -5.509
C 0.162 5.384 0.226
C -0.296 -3.540 3.942
C -2.856 0.349 5.010
C 0.187 -2.509 -6.675
C -0.570 5.501 1.562
C 4.631 3.505 -3.639
C -4.370 2.716 -4.990
C 3.955 -3.022 4.205
C -1.481 -4.507 3.873
C 5.722 3.376 0.345
C -1.442 -5.271 2.551
B 3.866 1.528 -1.345
H -1.434 4.088 -2.521
H 4.618 4.131 -4.528
H -0.014 5.011 2.359
H 3.964 -1.548 1.824
H -2.230 -6.024 2.539
H 4.996 1.723 -1.636
H -3.775 2.380 1.467
H -1.550 -1.097 6.860
H -0.611 0.176 7.632
H 2.154 -2.505 5.255
H 6.161 3.971 1.143
H 2.455 0.002 4.925
H 5.400 2.742 -3.761
H 6.324 -1.758 -2.153
H 4.947 -2.594 4.030
H -0.248 1.343 -4.787
H -0.415 -2.875 4.800
H 4.902 4.121 -2.782
H 4.047 3.809 2.764
H -0.180 6.151 -0.467
H 2.064 3.609 -5.153
H 1.231 5.523 0.397
H 1.859 2.009 3.783
H -0.948 1.972 -3.293
H 0.649 -3.204 2.019
H 2.400 0.057 2.399
H 3.970 -0.334 4.115
H 5.948 -0.213 -2.923
H 6.378 -0.257 -1.214
H 0.486 -2.157 -0.355
H -1.298 -2.228 0.864
H -3.213 1.184 4.402
H 4.087 -3.968 4.734
H -2.673 1.150 2.129
H -2.071 -1.607 4.567
H -0.900 -4.568 0.563
H -2.799 1.104 7.038
H -0.673 6.557 1.813
H 5.679 3.984 -0.558
H 0.600 1.864 2.544
H -3.739 -0.200 5.341
H -2.344 -0.619 3.142
H 6.372 2.526 0.142
H -1.942 3.106 3.262
H -3.541 3.335 -0.745
H 2.438 -2.150 1.201
H -0.485 -5.796 2.484
H 3.621 -1.871 6.007
H -2.898 2.410 -2.113
H 3.876 -3.912 2.239
H 2.325 -3.804 3.057
H -1.587 1.822 5.980
H -0.548 3.074 -4.641
H -2.612 -4.420 0.934
H 4.037 -3.152 -1.827
H -1.428 -5.201 4.713
H 1.078 3.465 3.194
H -0.487 0.890 3.883
H 0.606 -4.126 4.126
H -2.428 -3.968 3.958
H 1.452 -3.631 -0.656
H 0.693 -2.769 -1.996
H -0.819 2.932 1.888
H 0.580 -1.198 5.785
H 0.754 0.550 5.799
H -1.982 4.963 -1.090
H -2.286 -2.493 2.288
```

Here are the Löwdin charges for atoms 1 to 4, given in e:
1. Ru 1.048
2. Ge 0.802
3. S 0.901
4. S 0.790